Here is a molecular structure, C22H32Cl2N3O3Pb at a distorted geometry from OMol25. Energies are from ωB97M-V with the def2-TZVPD basis set.

## Properties
Net charge = -1
E_tot = -2360.72203 Ha
Frontier orbital gap = 4.89 eV

Atoms and positions in Å:
1 C -2.6680 0.9832 1.2378
2 H 2.6154 -0.1349 1.3325
3 C 2.1653 -0.1430 -0.7079
4 H 3.4932 -2.1881 -0.1822
5 C 0.6302 3.9072 2.8134
6 H 0.1812 2.3083 5.1197
7 C 1.0057 2.0619 4.4452
8 C 2.6566 1.6540 -5.6928
9 H -2.1706 -6.0515 2.7896
10 H 3.5507 1.4584 -1.7459
11 H 1.8797 -1.1292 -2.5873
12 H -3.4751 2.6199 -2.1173
13 C -3.8571 1.7200 1.1502
14 C 1.5197 0.9359 -6.0535
15 H 1.8933 2.5997 4.7790
16 H -2.3118 -4.2001 4.2272
17 H 3.3450 2.0075 -6.4375
18 H 2.8204 1.5274 0.6005
19 H 2.5332 -3.1846 -1.2651
20 N 0.6874 2.4816 3.0876
21 H 0.1840 1.9850 1.1421
22 H -0.1675 4.3814 3.3956
23 H -4.4824 1.7871 2.0278
24 H -2.7880 -2.5822 3.5768
25 H 1.3204 0.7175 -7.0933
26 N -2.7311 -4.1301 2.1751
27 H -0.2215 -0.0661 -5.3043
28 H -4.0100 -3.8770 3.8140
29 H -3.7387 -5.9633 1.9579
30 C 2.9275 0.4246 0.4062
31 H -1.4545 1.2068 -1.7863
32 O 0.4160 0.3302 2.3729
33 C 3.1229 -2.2850 -1.1999
34 H 4.0060 0.1809 0.2494
35 O 1.8771 2.8751 -1.4356
36 H 3.9581 -2.4088 -1.8613
37 Cl 0.5148 -4.0598 0.7428
38 C 2.3802 -1.0810 -1.6306
39 H 0.2736 0.3289 -2.9149
40 H -2.3782 -3.7236 0.1888
41 C -3.3004 2.1806 -1.1447
42 H -2.3974 0.4555 2.1601
43 C -2.3640 -3.2872 1.2064
44 O -2.0109 -2.1067 1.4076
45 C -4.1657 2.3408 -0.0618
46 H -5.0728 2.9371 -0.1614
47 C 0.6642 0.4926 -5.0640
48 H 0.4389 4.0556 1.7462
49 C 2.9098 1.9642 -4.3766
50 H 1.1766 0.9816 4.4541
51 C -2.7160 -5.5708 1.9709
52 H 1.5812 4.3762 3.0847
53 C -2.1406 1.4136 -0.9565
54 H 3.7802 2.5391 -4.0394
55 Pb 0.2549 -1.5230 0.3051
56 C -2.9697 -3.6536 3.5318
57 C 0.4082 1.5650 2.1456
58 H -2.2288 -5.7806 1.0181
59 C 2.5161 2.0293 -2.0235
60 Cl -1.0019 -1.8168 -1.9297
61 C 0.9006 0.7555 -3.7115
62 C 2.0565 1.4793 -3.3964
63 N -1.8221 0.8981 0.2187

---

Here is a single C22H32N2O4 molecule from OMol25. Energies are from ωB97M-V with the def2-TZVPD basis set.

## Properties
Net charge = 0
Relative energy (zero: lowest compared OMol25 entry of this formula, charge and spin) = 1.893 eV
E_tot = -1268.01390 Ha
SMILES = CCOc1ccc(NC(=O)CN(C)C(=O)C[C@H]2C[C@@H]3CC[C@H]2C3)cc1OCC
Frontier orbital gap = 8.17 eV

Atoms and positions in Å:
1 C 3.0613 2.2312 -2.1344
2 C 0.3671 0.9619 4.9504
3 C 0.7799 2.7300 0.0551
4 C -0.0221 -2.5734 -3.1566
5 H 0.8691 -4.5228 -2.7973
6 C 1.4526 -0.6634 -3.1684
7 H -3.8433 -2.8364 4.3509
8 C 0.1280 -1.1719 -2.5581
9 C -2.7820 -3.7367 2.7032
10 H -3.1960 -1.3466 1.0688
11 H -2.0003 -4.1434 3.3396
12 H -2.1890 0.2034 -0.5161
13 N 1.6336 2.4217 -2.2242
14 H -0.4115 0.8272 6.9485
15 C 1.8565 -1.8180 -4.1033
16 C -1.8454 0.1911 0.5072
17 O -2.4935 -1.5268 3.7151
18 H 1.8472 4.1833 -1.1302
19 H -2.3370 -3.4517 1.7531
20 C -1.9933 -0.7232 2.7329
21 H 2.8027 -3.7524 -3.8445
22 N -0.2921 1.9172 -0.0463
23 C 0.5057 -2.3559 -4.5735
24 C 1.2863 0.6672 -3.9218
25 H 2.2248 0.9668 -4.3882
26 C 2.3522 -2.9745 -3.2273
27 H 2.2074 -0.5290 -2.3886
28 H 0.3777 1.7143 2.5271
29 H 1.3185 0.8055 4.4234
30 H 1.0968 -3.3876 -1.4681
31 C -0.9707 0.1630 3.1458
32 H 0.0521 2.0033 4.7978
33 O 1.4634 2.9115 1.0428
34 H 3.3366 2.0669 -1.0901
35 H -0.7026 -0.5356 -2.8638
36 O -0.6177 0.0777 4.4534
37 H 3.0990 -2.6483 -2.5036
38 C -2.4133 -0.6907 1.4142
39 H -0.0785 -1.6352 -5.1414
40 C 1.1015 3.4033 -1.2898
41 H -4.2404 -2.1263 2.7731
42 C -3.4257 -2.5325 3.3867
43 H 0.5951 -3.2779 -5.1449
44 C 0.5332 0.6742 6.4345
45 H -0.7238 1.8631 -0.9687
46 H 0.8407 -0.3578 6.5793
47 C 1.0592 -3.4774 -2.5531
48 H 2.5598 -1.5246 -4.8821
49 O -0.4472 1.9113 -2.8662
50 C -0.8388 1.0536 0.9100
51 H 0.1935 3.8352 -1.7176
52 H 3.5800 3.1258 -2.4913
53 H 0.1541 -1.1896 -1.4684
54 H 3.3902 1.3790 -2.7183
55 C 0.7608 1.7206 -2.9761
56 H -1.0294 -2.9779 -3.0715
57 H 0.5373 0.5449 -4.7052
58 H 1.2839 1.3353 6.8583
59 H -3.5312 -4.5041 2.5275
60 C -0.4049 1.0369 2.2350

---

Here is a single C22H32N2O6 molecule from OMol25. Energies are from ωB97M-V with the def2-TZVPD basis set.

## Properties
Net charge = 0
Relative energy (zero: lowest compared OMol25 entry of this formula, charge and spin) = 0.981 eV
E_tot = -1418.50554 Ha
SMILES = CCCCOc1ccc(/C=C/C(=O)OCC(=O)NC(=O)NCC(C)C)cc1OCC
Frontier orbital gap = 8.00 eV

Atoms and positions in Å:
1 C 0.9959 4.9727 2.9801
2 H -6.9839 -5.8979 -2.7718
3 H 1.5164 -3.6772 -1.9404
4 H 6.3992 2.0321 3.1887
5 H -7.7096 -4.8087 -3.9547
6 N 4.9806 3.3205 2.4591
7 H -0.2739 -1.3399 -0.0538
8 C 4.3779 0.4689 2.1039
9 H -6.7798 -2.4098 -4.1871
10 H -5.1793 -3.1030 -4.4919
11 H 0.8890 6.0423 2.7866
12 C 0.2642 3.0137 1.9500
13 H 0.3604 -3.3121 -3.2292
14 C -0.5353 -3.6175 -1.2970
15 H 4.0767 -0.4173 1.5494
16 H 4.4532 3.6651 1.6622
17 H -5.8377 -1.2527 -2.1552
18 H -2.9997 1.9218 -0.4173
19 C -6.1596 -3.9024 -2.7520
20 O -3.9468 -2.0030 -2.5242
21 H -1.5074 3.0874 0.7259
22 H -4.4520 0.5731 -1.8219
23 O -1.7703 -3.0096 -1.6165
24 H 6.8493 2.8667 1.6816
25 C -0.6386 1.1296 0.7179
26 H 3.5152 1.1264 2.1874
27 N 3.1903 4.1733 3.6801
28 H 5.1864 1.5336 0.4251
29 C -1.5294 0.3831 -0.1340
30 H 4.6749 0.1663 3.1057
31 C -3.5403 0.1395 -1.4431
32 C -2.7128 0.9085 -0.6459
33 O 2.8051 4.5538 1.4683
34 H 6.3715 -0.6423 0.5513
35 O 1.1874 2.4322 2.4811
36 C -3.2084 -1.1705 -1.7609
37 H -0.2936 -3.4750 -0.2362
38 C -1.9990 -1.7182 -1.2600
39 H 7.5208 0.6911 0.6636
40 H 0.7842 -2.0703 -2.0515
41 C -0.7315 2.4237 1.0691
42 H -5.0857 -0.7307 -3.6892
43 H 0.7631 4.7506 4.0274
44 H -5.2290 -4.2043 -2.2697
45 C -6.7763 -5.0936 -3.4732
46 H 0.2064 0.5817 1.1194
47 C 4.4124 3.4389 3.6631
48 C -5.2085 -1.5753 -2.9964
49 C 0.6076 -3.1346 -2.1857
50 H -6.8441 -3.5529 -1.9752
51 O 0.0528 4.3340 2.1360
52 C 6.0344 2.3656 2.2143
53 C -1.1913 -0.9413 -0.4572
54 C -5.8588 -2.7544 -3.7129
55 H 2.7741 4.1676 4.6021
56 H 7.0523 -0.1952 2.1161
57 C 2.4184 4.5214 2.6178
58 H -6.0988 -5.4702 -4.2360
59 O 4.8415 3.0187 4.7122
60 H -0.7114 -4.6831 -1.4677
61 C 6.6937 0.1946 1.1662
62 C 5.5378 1.1647 1.3960

---

Here is a molecular structure, C22H32N4O5ReS from OMol25. Energies are from ωB97M-V with the def2-TZVPD basis set.

## Properties
Net charge = 0
Relative energy (zero: lowest compared OMol25 entry of this formula, charge and spin) = 1.575 eV
E_tot = -1929.11754 Ha
Multiplicity = 2
Frontier orbital gap (alpha / beta) = 5.89 / 5.35 eV

Atoms and positions in Å:
1 C 2.4869 -1.7175 0.1796
2 H -3.2574 -1.6629 -0.6566
3 O 6.1440 -4.4623 3.9196
4 H -2.0244 -0.2223 -2.2667
5 C 4.1664 3.3669 0.8922
6 H 5.2180 -0.7433 2.2533
7 C -0.0189 4.8065 -2.0339
8 H -2.6034 3.6279 -2.7128
9 N -1.4448 -1.7632 0.3655
10 H -1.9216 -1.4980 1.2161
11 H 2.6488 1.2398 6.3334
12 C -2.3679 -2.2981 -0.6425
13 H 1.0109 4.6189 -1.7360
14 C 2.3332 1.7850 0.7185
15 O 1.2953 -1.9718 -0.1674
16 H -0.3355 5.7602 -1.6109
17 H -0.0726 4.8690 -3.1237
18 H 2.1649 -3.8634 1.9790
19 C -0.3224 2.5933 -1.1220
20 C 4.2360 0.1607 5.3772
21 C 3.4129 -2.8455 0.5366
22 H 4.3289 1.4300 -0.0013
23 Re 0.1300 -0.1986 -0.4018
24 C 4.8395 -2.1778 5.3010
25 O 6.2830 -3.0639 1.8576
26 S 5.5759 -3.4953 3.0259
27 H 2.9366 -2.4113 2.5977
28 H 4.4350 -2.4814 0.4832
29 O -1.0128 1.6157 -0.7695
30 C 4.9905 -0.8313 3.3069
31 H 3.8728 2.2682 5.5931
32 H -0.7349 -2.4507 0.6050
33 H -2.7955 3.1917 -1.0026
34 H 4.9724 -3.1334 5.7912
35 C 3.3411 4.2966 1.5160
36 C 1.7070 0.5454 0.2612
37 N -1.2329 -0.8581 -2.2074
38 C 1.5186 2.7301 1.3626
39 C 3.7196 1.3430 6.1462
40 H -2.6961 -3.3189 -0.4258
41 O 2.9133 -0.5381 0.3441
42 C 2.0114 3.9676 1.7464
43 H -0.7976 -2.8729 -1.9913
44 H 4.1870 -1.1654 7.0646
45 H 1.3579 4.6721 2.2476
46 C 4.4032 -1.0724 6.0070
47 C 5.1311 -2.0519 3.9497
48 H -0.6863 -0.7544 -3.0511
49 C -1.6850 -2.2369 -1.9995
50 H 3.8086 -4.8053 3.2369
51 H 3.7324 5.2572 1.8258
52 H 4.2158 1.4300 7.1136
53 C 4.5373 0.2653 4.0233
54 H 0.4918 2.4507 1.5739
55 C 3.6749 2.1347 0.4954
56 H -2.3642 -2.5982 -2.7789
57 H 0.7646 2.5571 -1.0919
58 H -2.5946 4.8940 -1.4692
59 N -0.8640 3.7436 -1.5281
60 C 3.0947 -3.2952 1.9692
61 H 4.4072 1.2105 3.5150
62 H 5.2063 3.6090 0.7071
63 N 4.1379 -4.1590 2.5339
64 H 3.2929 -3.6760 -0.1576
65 C -2.2980 3.8695 -1.6904

---

Here is a molecular structure, C22H32N6O2PS2Sn from OMol25. Energies are from ωB97M-V with the def2-TZVPD basis set.

## Properties
Net charge = +1
E_tot = -2688.43113 Ha
Frontier orbital gap = 8.91 eV

Atoms and positions in Å:
1 H 0.5268 -1.5883 -5.0552
2 S 2.4132 0.1688 -0.1113
3 C -4.0053 3.0581 2.8204
4 H -1.2549 -1.6743 3.5539
5 H -1.8349 -1.8222 -3.6672
6 C -1.8851 -1.0991 -2.8522
7 H 4.2114 1.8819 3.5760
8 C 0.3687 1.6189 -3.9620
9 O 0.1371 2.0564 2.3592
10 H -5.0060 0.5824 4.8958
11 C -2.2584 1.4598 3.1456
12 N -2.8584 1.3282 -0.7042
13 C 0.3156 0.2249 -3.9054
14 C -6.2443 2.8058 3.9475
15 H 1.0497 2.0424 -7.2490
16 H -4.3619 3.9808 2.3760
17 C -1.1590 -1.3437 1.4243
18 C -1.8439 -3.4083 2.4385
19 H 3.3065 2.5166 0.9007
20 C 0.8119 0.1479 -6.2684
21 C 0.8478 -2.1049 -2.3506
22 H 0.9868 -0.4291 -7.1673
23 H 0.8916 -2.5188 -1.3449
24 H -1.8371 -3.5049 -0.9187
25 C -1.4178 -2.1040 2.5794
26 H -6.9063 1.9757 4.1912
27 C -2.0087 -3.9471 1.1697
28 N 2.6401 -0.1342 2.5131
29 H -6.6638 3.3478 3.1003
30 H -2.3391 -4.9657 1.0208
31 C -1.7282 -3.1310 0.0960
32 H -2.0527 3.2229 1.9318
33 H -2.0425 -4.0074 3.3178
34 H 2.6054 0.1944 3.4666
35 C -3.0758 0.7163 3.9892
36 Sn 0.0071 1.2456 -0.3147
37 H 3.8784 3.4856 2.9193
38 S -0.6353 0.8943 2.7760
39 H 1.8519 -1.8078 -2.6501
40 H -3.5421 0.8095 -1.2439
41 H -3.0535 1.1485 0.2728
42 N -0.7285 -0.0070 1.4308
43 C 2.7800 0.7058 1.4951
44 H 2.1903 -1.0141 2.3256
45 H -2.3792 -0.1991 -3.2168
46 C 3.4815 2.4826 3.0317
47 C 0.6342 2.2722 -5.1587
48 H -6.2379 3.4866 4.8015
49 H 0.4693 -2.8614 -3.0382
50 C -4.3666 1.1530 4.2331
51 P -0.1952 -0.6065 -2.3514
52 H 0.6739 3.3542 -5.1883
53 H -3.9312 3.0432 -0.8458
54 N -2.9693 2.7381 -0.9133
55 N 3.2430 1.9219 1.7073
56 O -0.1525 0.1669 3.9199
57 C 0.5466 -0.5038 -5.0740
58 C 0.8501 1.5363 -6.3130
59 H -2.6461 2.9414 -1.8471
60 C -4.8507 2.3242 3.6531
61 H -2.4398 -1.5081 -2.0093
62 H -2.6960 -0.1852 4.4541
63 H 0.2082 2.1957 -3.0578
64 C -2.7107 2.6392 2.5654
65 N -1.3167 -1.8649 0.2073
66 H 2.5485 2.5377 3.5968

---

Here is a molecular structure, C22H32N8O4SY from OMol25. Energies are from ωB97M-V with the def2-TZVPD basis set.

## Properties
Net charge = +3
Relative energy (zero: lowest compared OMol25 entry of this formula, charge and spin) = 0.146 eV
E_tot = -2032.45532 Ha
Frontier orbital gap = 8.69 eV

Atoms and positions in Å:
1 C 3.8084 1.6293 -2.4695
2 H -4.6837 1.5239 -4.0437
3 H 1.0862 4.1210 3.8774
4 N 5.3754 2.9876 1.4196
5 N 0.4373 -2.9014 -2.6740
6 H -1.6686 -1.4068 -5.4337
7 C -3.0567 0.1361 -3.8133
8 H -4.6752 -2.5978 1.9192
9 O -1.5882 -1.5145 0.6332
10 N 2.0190 0.7078 -1.1931
11 H -3.3431 -2.6856 4.2226
12 C -2.6661 -3.2775 3.6086
13 C -1.1167 -1.3874 -3.3670
14 H -3.9671 2.9051 -2.0867
15 H -0.1616 3.1458 4.6924
16 O 3.3302 2.4036 2.1767
17 N -0.2964 -1.7580 -2.4467
18 H -1.9619 2.1886 -0.8004
19 H 0.1628 4.2798 1.0538
20 H -0.6561 4.8138 2.5372
21 H -1.6785 -3.3122 4.0565
22 C 3.7627 1.9512 -0.0944
23 H 0.2249 -3.4452 -3.4976
24 C -3.4226 2.0201 -2.3835
25 H -3.3467 -0.4664 -4.6599
26 H 5.2887 2.7456 -1.4104
27 C 2.6311 0.9131 -2.3719
28 H -1.4880 3.7100 1.4268
29 O -0.3620 1.4458 0.8951
30 N -1.5867 0.5451 -1.9758
31 H 5.6314 3.3451 2.3272
32 C -3.8094 1.2578 -3.4644
33 C -0.5247 3.9871 1.8461
34 H -0.3521 -2.4767 -5.0659
35 C 4.3806 2.1620 -1.3171
36 H 1.7698 -5.0020 -2.8980
37 C 1.2783 -3.3822 -1.7240
38 H -3.0358 -4.2978 3.5406
39 H 0.1897 0.4089 3.8362
40 H 2.1181 1.0654 0.8537
41 N -2.6169 -2.7170 2.2480
42 H 2.5543 -4.9060 -1.3669
43 H -3.8969 -4.0781 1.3191
44 H 0.1613 -2.6133 2.8274
45 C 2.5928 1.2169 -0.1054
46 H 2.1544 0.4978 -3.2505
47 S 1.5990 -2.6077 -0.2471
48 C -2.3022 1.6285 -1.6621
49 Y -0.0012 -0.3609 -0.3984
50 C 0.0540 1.6707 2.0751
51 H -2.0045 -2.9152 -4.5834
52 H -0.7424 -1.3642 3.6864
53 O 0.3994 -0.7065 2.0891
54 N 1.8988 -4.5135 -2.0247
55 C -1.6257 -1.9907 1.8025
56 H 4.2720 1.7847 -3.4330
57 C 4.1591 2.4581 1.2735
58 H 6.0635 2.9899 0.6876
59 C -1.9510 -0.1823 -3.0531
60 H -3.6764 -2.5403 0.4442
61 C -0.4265 -1.7010 2.6998
62 C 0.6290 0.4890 2.8422
63 H 1.3955 2.4265 4.1646
64 C -3.7956 -2.9989 1.4179
65 C -1.2942 -2.0888 -4.6765
66 H 1.7072 0.6319 2.9560
67 C 0.6153 3.1435 3.9298
68 N 0.0313 2.8588 2.6057

---

Here is a molecular structure, C22H32O21Pb at a distorted geometry from OMol25. Energies are from ωB97M-V with the def2-TZVPD basis set.

## Properties
Net charge = 0
Relative energy (zero: lowest compared OMol25 entry of this formula, charge and spin) = 0.000 eV
E_tot = -2630.56069 Ha
Frontier orbital gap = 7.37 eV

Atoms and positions in Å:
1 H -0.6125 -2.4259 3.5664
2 C 1.8258 -1.4908 -1.8466
3 C 3.1930 2.9388 0.6087
4 H -3.0195 -2.6133 2.4468
5 C 0.4112 -2.0770 3.6765
6 C -3.1730 -1.8347 1.6961
7 H 0.4704 3.2487 -6.7924
8 H 0.0958 0.8491 -7.0145
9 H 3.3360 2.3345 -7.3535
10 H -3.9961 -1.2470 2.1086
11 O 2.1220 -2.1333 2.1072
12 H -1.4926 4.4959 4.9109
13 O -0.2596 4.0106 -0.6597
14 H 1.1521 -4.7412 0.2049
15 H 0.4950 -5.4941 -1.2164
16 C 2.4704 2.9831 -7.4885
17 H 1.0055 -3.8229 2.4660
18 C -3.5305 3.9240 4.9367
19 O -1.9429 3.5683 3.1316
20 O 1.7104 2.9451 -5.2290
21 C -1.3164 3.7012 -1.2879
22 H 2.8232 -2.7636 4.6419
23 C -1.5067 2.3590 5.1106
24 H -3.8337 4.9316 4.6603
25 C -1.6313 -0.9879 0.2746
26 O -0.7114 -0.3600 -0.1458
27 H -0.2027 -3.9528 -0.5763
28 C 2.4680 -3.5678 3.9958
29 H -4.2839 -4.3479 0.5417
30 H -3.6299 3.7777 6.0131
31 H 2.0456 -4.3998 4.5567
32 H -1.3284 5.3991 -1.7252
33 H -3.4658 -4.0201 -0.9732
34 C -2.0908 3.6619 4.5337
35 H -2.2392 1.6652 5.5185
36 O -2.4829 -1.6876 -0.4969
37 C 0.7082 -4.5229 -0.7699
38 O -0.8347 2.1876 1.7436
39 O 2.2037 -0.3900 -1.6345
40 C 1.0121 1.1086 -6.4961
41 C 1.4464 -2.9915 3.0211
42 H 1.8958 0.5255 -6.7566
43 O -0.8550 1.8122 3.9508
44 C 1.3280 1.9590 -4.3865
45 H 0.1820 -3.6463 -3.2244
46 O 2.0957 -2.5328 -1.0317
47 C 1.2103 -3.3528 -3.0203
48 H 0.6792 -1.8977 4.7187
49 O 1.8479 -0.0388 1.3326
50 O 1.2451 -1.9252 -2.9882
51 H -4.2061 3.2216 4.4442
52 O 2.1004 2.7949 1.4137
53 H -4.4695 -1.9422 -0.0241
54 H 2.5711 -4.3994 -1.7673
55 Pb 0.7207 1.7443 -0.5442
56 C -1.1592 2.5057 2.8390
57 O 1.2472 2.0552 -3.2073
58 H 2.8064 3.9615 -7.1371
59 C -3.4957 -2.3228 0.2809
60 H -0.7241 2.5816 5.8314
61 H 2.3294 3.2073 2.2548
62 O 0.9267 0.8745 -5.0803
63 C 1.5745 -0.8910 2.1038
64 O 0.6280 -0.8092 3.0617
65 C 1.7023 -3.7560 -1.6090
66 H 1.8949 -3.7256 -3.7792
67 H 2.1877 3.0829 -8.5340
68 O -1.6393 2.5207 -1.5366
69 C 1.3203 2.6018 -6.5677
70 O -1.9996 -1.0474 1.5617
71 O 3.0470 2.3927 -0.5261
72 O -2.0217 4.7312 -1.8511
73 H -2.5012 -4.2542 0.4598
74 C -3.4377 -3.8231 0.1017
75 H 3.3395 -3.9091 3.4372
76 O 4.2188 3.4829 1.0136